{
  "formula": "C3H3F2IO",
  "method": "ωB97M-V with the def2-TZVPD basis set",
  "species": ["C", "C", "C", "O", "F", "F", "I", "H", "H", "H"],
  "xyz": [[-0.083886, 0.204350, -1.130316], [0.417180, -0.992857, -0.905874], [-0.215439, 0.669684, 1.455653], [-0.405840, 1.202951, 0.098431], [0.787199, -1.793897, -2.005672], [0.643153, -1.686568, 0.172810], [-0.465802, 0.882221, -3.011446], [-0.668520, 1.332318, 2.060513], [0.721483, 0.516371, 1.826527], [-0.729529, -0.334573, 1.439375]],
  "forces_ev_per_angstrom": [[-2.3, 5.8, 3.9], [3.0, -4.7, -1.5], [-2.3, -3.2, -4.0], [2.0, -2.0, -2.9], [0.2, 1.3, 1.7], [-1.0, -1.0, 0.6], [-1.1, 0.7, -0.6], [-1.9, 2.3, 1.9], [3.1, -0.2, 0.2], [0.3, 1.1, 0.6]],
  "e_lumo_ev": [0.35, -2.87],
  "total_energy_ev": -18735.125,
  "gap_ha": [0.204, 0.261],
  "spin_multiplicity": 3,
  "relative_energy_kcal_mol": 46.97,
  "e_homo_ev": [-5.2, -10.0]
}